Entry 1:
{
  "formula": "C30H46AsIN4O5Si3Y",
  "method": "ωB97M-V with the def2-TZVPD basis set",
  "elements": ["Y", "C", "N", "C", "C", "C", "C", "C", "N", "C", "C", "C", "C", "C", "C", "H", "H", "H", "H", "H", "H", "H", "H", "H", "H", "H", "N", "C", "O", "C", "I", "H", "H", "H", "H", "C", "Si", "C", "C", "As", "Si", "C", "C", "C", "Si", "C", "C", "C", "H", "H", "H", "H", "H", "H", "H", "H", "H", "H", "H", "H", "H", "H", "H", "H", "H", "H", "H", "H", "H", "H", "H", "H", "H", "H", "H", "O", "C", "O", "C", "C", "C", "C", "C", "C", "N", "O", "O", "H", "H", "H", "H"],
  "positions_angstrom": [[0.3977, -0.5896, -0.5597], [-0.0841, -1.6620, 2.7528], [0.8404, -1.2815, 1.6815], [2.0872, -1.6405, 1.8274], [3.0450, -1.4213, 0.8133], [4.4057, -1.7169, 0.8050], [4.8824, -1.3546, -0.4579], [3.7899, -0.8579, -1.1638], [2.6674, -0.8829, -0.4132], [0.3499, -1.2882, 4.1549], [1.1766, -0.1975, 4.4046], [1.5153, 0.1464, 5.7079], [1.0294, -0.5972, 6.7758], [0.2104, -1.6907, 6.5317], [-0.1213, -2.0353, 5.2289], [-0.2571, -2.7417, 2.7101], [-1.0469, -1.1838, 2.5472], [2.4235, -2.1331, 2.7397], [4.9643, -2.1481, 1.6215], [5.8916, -1.4377, -0.8261], [3.7727, -0.4958, -2.1815], [1.5713, 0.3864, 3.5807], [2.1650, 0.9937, 5.8872], [1.2949, -0.3308, 7.7900], [-0.1605, -2.2847, 7.3569], [-0.7494, -2.9000, 5.0439], [-2.3493, -3.9536, 0.0250], [-2.3711, -2.6325, 0.0615], [-1.3654, -1.9659, -0.2328], [-3.6360, -1.9532, 0.4905], [-4.8098, -1.5385, -1.2414], [-1.4902, -4.4227, -0.2238], [-3.1655, -4.5047, 0.2308], [-3.4022, -1.0001, 0.9489], [-4.2308, -2.5635, 1.1630], [-3.0195, 4.7130, -0.9682], [-3.0038, 2.8597, -0.9406], [-3.9542, 2.2615, 0.5425], [-3.7259, 2.1898, -2.5127], [-0.7811, 2.0402, -0.7683], [0.4514, 2.8961, -2.6303], [0.5016, 4.7574, -2.6178], [2.1714, 2.2044, -2.4641], [-0.3498, 2.2758, -4.1786], [0.1082, 2.9507, 1.2353], [-0.0115, 4.8002, 1.3864], [1.9012, 2.4381, 1.3392], [-0.8798, 2.1646, 2.6051], [-4.0572, 5.0499, -1.0535], [-2.4685, 5.1110, -1.8204], [-2.6019, 5.1395, -0.0567], [-5.0244, 2.3033, 0.3228], [-3.7675, 2.9023, 1.4055], [-3.7079, 1.2358, 0.8177], [-4.8152, 2.2760, -2.4732], [-3.4727, 1.1409, -2.6733], [-3.3783, 2.7658, -3.3711], [0.7559, 5.1758, -1.6434], [-0.4511, 5.1800, -2.9420], [1.2642, 5.0847, -3.3311], [2.7015, 2.5539, -1.5776], [2.7472, 2.5124, -3.3423], [2.1555, 1.1112, -2.4655], [-1.4106, 2.5162, -4.2276], [-0.2206, 1.1950, -4.2799], [0.1397, 2.7496, -5.0351], [0.2674, 5.3225, 0.4708], [0.6552, 5.1381, 2.1846], [-1.0246, 5.1005, 1.6600], [2.5172, 3.0259, 0.6558], [2.0918, 1.3792, 1.1384], [2.2550, 2.6481, 2.3537], [-1.9228, 2.4809, 2.5749], [-0.4676, 2.4621, 3.5737], [-0.8515, 1.0732, 2.5607], [0.8269, -1.2526, -4.8144], [0.6447, -1.6607, -3.6935], [0.3337, -0.9119, -2.6581], [0.7563, -3.1412, -3.4045], [0.6866, -4.0545, -4.4504], [0.7765, -5.4174, -4.2052], [0.9296, -5.8898, -2.9105], [0.9936, -4.9690, -1.8826], [0.9292, -3.6078, -2.1160], [1.0868, -5.4446, -0.4990], [1.3955, -6.5978, -0.3126], [0.6977, -4.6778, 0.3736], [0.5681, -3.6757, -5.4569], [0.7228, -6.1169, -5.0280], [0.9943, -6.9458, -2.6925], [1.1000, -2.9411, -1.2838]],
  "forces_ev_per_a": [[-0.399, -0.169, -0.387], [0.028, 0.007, -0.006], [0.262, -0.138, 0.078], [-0.154, 0.063, -0.126], [0.058, 0.011, -0.052], [0.072, -0.027, -0.046], [-0.031, 0.013, 0.016], [0.028, -0.060, 0.069], [-0.105, 0.014, 0.103], [0.044, 0.026, 0.004], [0.008, 0.056, 0.092], [-0.057, -0.073, -0.028], [0.011, 0.034, -0.089], [0.009, -0.005, -0.013], [0.005, 0.027, 0.032], [-0.037, -0.021, 0.000], [-0.016, 0.001, -0.033], [-0.027, 0.015, 0.021], [0.003, 0.007, -0.015], [-0.010, -0.007, 0.010], [-0.014, 0.012, 0.010], [-0.027, -0.014, 0.017], [-0.006, -0.005, 0.006], [0.002, -0.006, -0.002], [-0.003, 0.005, -0.011], [0.004, 0.005, 0.013], [-0.067, -0.098, -0.021], [0.032, -0.031, 0.140], [0.074, 0.282, 0.010], [-0.028, -0.057, -0.077], [-0.002, -0.007, 0.023], [0.101, 0.031, 0.041], [0.001, 0.035, 0.018], [0.046, 0.027, 0.032], [-0.026, -0.007, -0.041], [0.044, 0.125, -0.026], [0.022, -0.121, -0.022], [-0.062, -0.051, 0.147], [-0.011, -0.085, -0.144], [-0.024, 0.412, 0.075], [0.046, 0.087, 0.055], [-0.032, 0.083, 0.027], [0.051, -0.079, -0.013], [0.008, -0.160, -0.097], [0.028, 0.014, -0.007], [-0.074, 0.118, -0.061], [0.048, 0.004, -0.007], [-0.008, -0.092, 0.094], [0.027, 0.003, 0.003], [-0.003, 0.033, 0.011], [0.012, 0.042, 0.000], [0.014, 0.006, 0.015], [-0.026, -0.037, 0.024], [-0.008, -0.021, 0.014], [0.012, 0.004, -0.009], [-0.011, 0.023, -0.027], [-0.034, -0.035, -0.024], [0.006, 0.004, -0.048], [0.023, 0.031, 0.043], [-0.027, -0.003, 0.012], [-0.005, -0.026, 0.000], [0.010, -0.022, 0.026], [0.029, 0.038, -0.022], [-0.005, -0.002, -0.030], [-0.045, 0.042, -0.004], [-0.008, -0.009, 0.017], [-0.008, 0.016, 0.058], [-0.003, -0.016, -0.012], [0.009, 0.039, -0.032], [0.005, -0.037, -0.001], [0.035, 0.005, 0.013], [0.017, -0.029, -0.018], [0.003, -0.013, 0.015], [-0.016, -0.020, -0.007], [-0.005, 0.018, 0.017], [-0.072, 0.166, -0.024], [0.014, 0.027, 0.056], [0.240, -0.259, 0.100], [-0.013, 0.069, 0.069], [0.001, -0.046, -0.055], [-0.017, 0.039, -0.051], [0.012, -0.127, -0.010], [0.203, 0.162, -0.214], [0.110, -0.044, 0.168], [-0.680, -0.525, -0.218], [0.283, 0.231, 0.095], [0.182, 0.202, 0.198], [0.002, 0.007, 0.010], [-0.005, -0.010, 0.018], [0.001, -0.006, -0.007], [-0.077, -0.118, 0.024]],
  "energy_ev": -141670.786,
  "spin_multiplicity": 1,
  "orbital_gap_ha": 0.2765,
  "e_lumo_ha": -0.1078,
  "charge": 1,
  "relative_energy_kcal_mol": 6.6
}

---

Entry 2:
{
  "formula": "C5H17BNO7S",
  "method": "ωB97M-V with the def2-TZVPD basis set",
  "elements": ["C", "S", "O", "O", "N", "O", "B", "O", "O", "H", "H", "H", "H", "H", "C", "C", "O", "H", "H", "H", "H", "H", "H", "C", "C", "O", "H", "H", "H", "H", "H", "H"],
  "positions_angstrom": [[-1.6356, 1.1508, 1.4112], [-2.3821, 0.6418, -0.1577], [-2.7687, -0.7409, 0.1238], [-3.4373, 1.6074, -0.3957], [-1.3664, 0.7855, -1.3734], [-0.5553, -0.4468, -1.4554], [0.5950, -0.4548, -0.7134], [1.1291, -1.6803, -0.3538], [1.2497, 0.6987, -0.3468], [-0.5612, 1.2846, 1.3123], [-2.0873, 2.1017, 1.6883], [-1.8477, 0.3884, 2.1585], [0.3934, -2.2940, -0.2194], [0.6909, 1.4451, -0.6073], [-1.4393, -3.0722, -2.9629], [-1.9115, -3.8091, -1.7194], [-1.5640, -3.1238, -0.5370], [-0.3584, -2.9317, -2.9272], [-1.6977, -3.6238, -3.8714], [-1.8949, -2.0819, -3.0126], [-1.4437, -4.7958, -1.6621], [-2.9990, -3.9599, -1.7659], [-1.9930, -2.2432, -0.5703], [3.7762, 2.4882, 1.4557], [2.8196, 3.3538, 2.2550], [1.5976, 2.6977, 2.5586], [3.3134, 2.1476, 0.5298], [4.6855, 3.0459, 1.2209], [4.0564, 1.5972, 2.0231], [2.5362, 4.2409, 1.6881], [3.3051, 3.6903, 3.1805], [1.7951, 1.8925, 3.0459]],
  "forces_ev_per_a": [[0.046, 0.148, 0.035], [-0.251, 0.034, 0.031], [-0.117, -0.081, -0.246], [0.108, -0.106, 0.108], [0.520, 0.013, -0.196], [-0.541, 0.131, 0.453], [0.215, -0.135, -0.060], [0.037, 0.491, 0.219], [0.104, -0.067, 0.100], [0.029, -0.068, -0.029], [0.028, -0.042, 0.013], [-0.045, 0.057, -0.033], [-0.148, -0.280, -0.397], [-0.101, -0.029, -0.172], [-0.042, -0.002, -0.047], [0.061, 0.044, -0.146], [0.017, -0.050, 0.000], [-0.004, 0.014, -0.016], [-0.010, -0.043, 0.022], [0.040, -0.026, 0.005], [-0.026, -0.013, 0.011], [0.022, -0.031, 0.007], [0.106, 0.042, 0.350], [-0.084, -0.040, -0.069], [0.021, -0.090, 0.067], [-0.013, 0.117, 0.062], [-0.035, 0.010, 0.021], [0.015, -0.014, 0.014], [0.035, 0.024, 0.020], [0.020, 0.006, -0.007], [0.002, 0.066, -0.021], [-0.009, -0.082, -0.099]],
  "energy_ev": -32798.334,
  "spin_multiplicity": 1,
  "orbital_gap_ha": 0.2874,
  "e_lumo_ha": 0.1093,
  "charge": -1,
  "relative_energy_kcal_mol": 0.0
}

---

Entry 3:
{
  "formula": "C8H16NO2P",
  "method": "ωB97M-V with the def2-TZVPD basis set",
  "elements": ["C", "C", "C", "C", "C", "C", "C", "C", "N", "O", "O", "P", "H", "H", "H", "H", "H", "H", "H", "H", "H", "H", "H", "H", "H", "H", "H", "H"],
  "positions_angstrom": [[-3.6214, 0.2047, -0.0871], [-2.4723, -1.5858, 0.6844], [-1.7171, -0.3548, 0.8253], [4.1536, 0.4980, 0.0239], [-2.1336, 2.1008, 0.1906], [2.9609, -0.3129, -0.5593], [1.6605, 0.3119, 0.1244], [0.5429, -0.1442, -0.7161], [-2.4659, 0.6798, 0.3679], [-4.3480, 0.9208, -0.6788], [-3.7601, -1.1013, 0.2331], [0.3796, -1.9020, -1.0835], [-2.1361, -2.1892, -0.1591], [-2.4426, -2.1444, 1.6017], [-0.7779, -0.3401, 1.3784], [3.8640, 1.0737, 0.8901], [5.0209, -0.1774, 0.1440], [4.3828, 1.2069, -0.6965], [-1.0777, 2.0835, -0.1938], [-2.8133, 2.5925, -0.4732], [-2.2206, 2.5031, 1.1478], [2.9708, -0.1968, -1.6417], [2.9025, -1.3357, -0.2651], [1.5729, 0.0284, 1.1935], [1.8896, 1.4187, 0.1549], [0.2400, 0.4604, -1.4729], [-0.9879, -1.9379, -1.1743], [0.4333, -2.3607, 0.2416]],
  "forces_ev_per_a": [[-0.166, -0.227, 0.219], [-0.633, 0.614, -0.960], [2.887, 0.378, 0.728], [-0.252, -2.430, 0.027], [1.866, -2.173, -0.734], [-0.296, 1.995, 2.076], [1.404, 0.725, -0.775], [-0.433, -1.815, 2.030], [1.386, 0.594, 0.520], [-2.917, 0.308, -1.422], [-0.578, -0.357, 0.184], [1.336, 0.238, -0.524], [0.125, -0.506, 0.348], [-0.747, -0.491, 0.349], [-0.681, 0.650, -0.024], [0.227, -0.360, 0.655], [-0.234, 0.673, 0.388], [0.788, 1.452, -1.425], [-0.903, 0.523, 0.418], [-0.328, -0.132, -0.451], [0.278, 1.223, 1.513], [-0.420, -0.211, 0.063], [0.620, -0.939, -0.091], [0.265, -0.285, -0.503], [-0.976, -0.889, -0.288], [-0.952, 1.820, -2.191], [-0.598, -0.167, -0.467], [-0.067, -0.210, 0.336]],
  "energy_ev": -23424.641,
  "spin_multiplicity": 1,
  "orbital_gap_ha": [0.2557, 0.2904],
  "e_lumo_ha": [0.0112, 0.0228],
  "charge": 0,
  "relative_energy_kcal_mol": 70.1
}

---

Entry 4:
{
  "formula": "C19H13Br2F3IN5O5S3Ti",
  "method": "ωB97M-V with the def2-TZVPD basis set",
  "elements": ["Ti", "Br", "C", "C", "C", "C", "C", "N", "C", "O", "O", "H", "H", "H", "N", "C", "N", "C", "C", "S", "C", "C", "S", "C", "N", "N", "H", "H", "H", "H", "H", "H", "F", "C", "F", "F", "S", "O", "O", "O", "Br", "C", "C", "C", "C", "C", "C", "I", "H", "H", "H", "H"],
  "positions_angstrom": [[0.2471, -0.3217, 1.6193], [3.1129, 0.0145, -0.0755], [1.6986, 1.1047, -0.6789], [1.8191, 2.0000, -1.7240], [0.7033, 2.7677, -2.0355], [-0.4640, 2.6601, -1.2908], [-0.4854, 1.7556, -0.2498], [0.5823, 0.9935, 0.0190], [-1.5930, 1.6507, 0.7840], [-2.5750, 2.3313, 0.6967], [-1.2818, 0.8421, 1.7810], [2.7413, 2.0800, -2.2795], [0.7560, 3.4694, -2.8575], [-1.3348, 3.2691, -1.4859], [2.3339, -3.4003, 2.3423], [1.9538, -2.5827, 3.3329], [1.4608, -1.3672, 3.1529], [1.2227, -0.7431, 4.3774], [1.4968, -1.4786, 5.4685], [2.1065, -3.0259, 4.9972], [0.8367, 0.6590, 4.2787], [0.3166, 1.4845, 5.2064], [0.2196, 3.0859, 4.5717], [0.8612, 2.5254, 3.0741], [1.1296, 1.2375, 3.0469], [1.0284, 3.3452, 2.0123], [1.9649, -3.2099, 1.4197], [2.5709, -4.3544, 2.5544], [1.4315, -1.1965, 6.5049], [-0.0084, 1.2578, 6.2072], [0.9135, 4.3368, 2.1360], [1.6949, 3.0598, 1.3132], [-2.7512, -3.3030, 1.9535], [-1.4825, -2.9707, 1.9554], [-0.7605, -3.9457, 2.4877], [-1.3346, -1.8675, 2.7612], [-0.8894, -2.5055, 0.2688], [-1.5681, -1.2495, 0.0552], [-1.0718, -3.6581, -0.5280], [0.5421, -2.1528, 0.5711], [-2.9622, -1.7283, -3.2606], [-2.1133, -0.8271, -4.6869], [-2.8973, -0.3902, -5.7473], [-2.3181, 0.2771, -6.8121], [-0.9506, 0.5128, -6.8249], [-0.1661, 0.0790, -5.7698], [-0.7437, -0.5928, -4.6989], [0.4953, -1.2332, -3.1439], [-3.9613, -0.5796, -5.7289], [-2.9379, 0.6094, -7.6336], [-0.4913, 1.0280, -7.6573], [0.9022, 0.2478, -5.7800]],
  "forces_ev_per_a": [[-0.129, 0.273, 0.365], [-0.035, -0.005, -0.082], [-0.047, 0.212, -0.094], [-0.017, -0.032, -0.029], [0.048, 0.023, -0.046], [-0.073, -0.112, 0.004], [0.130, 0.169, -0.076], [-0.006, -0.087, 0.136], [-0.133, 0.291, -0.107], [0.001, -0.115, 0.024], [0.502, -0.333, -0.223], [0.006, -0.005, 0.003], [0.007, -0.001, -0.002], [-0.024, -0.016, 0.021], [-0.012, -0.016, -0.022], [-0.024, 0.009, 0.052], [-0.267, -0.056, -0.131], [0.130, -0.056, 0.118], [0.007, -0.030, -0.067], [-0.010, 0.013, -0.045], [0.180, 0.070, 0.119], [-0.002, 0.000, -0.049], [0.020, -0.026, -0.024], [-0.040, -0.022, 0.056], [-0.313, -0.094, -0.123], [-0.007, -0.007, -0.021], [0.016, -0.007, 0.006], [0.005, 0.007, 0.018], [0.017, 0.013, 0.006], [0.010, 0.004, 0.013], [0.002, 0.000, 0.007], [0.007, 0.018, 0.002], [-0.031, 0.016, -0.014], [-0.115, -0.048, -0.070], [0.062, -0.046, 0.014], [0.083, 0.050, 0.013], [0.062, -0.345, 0.391], [-0.031, 0.108, -0.086], [-0.046, 0.118, -0.297], [0.025, 0.091, 0.253], [-0.001, 0.041, -0.059], [-0.009, -0.015, 0.061], [-0.025, -0.014, 0.025], [0.038, 0.016, -0.014], [-0.044, -0.001, -0.008], [0.060, -0.028, 0.021], [-0.042, 0.016, 0.067], [0.065, -0.042, -0.098], [-0.001, -0.003, 0.000], [0.000, 0.002, -0.005], [0.003, 0.002, -0.003], [-0.001, 0.002, -0.002]],
  "energy_ev": -249560.279,
  "spin_multiplicity": 2,
  "orbital_gap_ha": [0.2745, 0.2732],
  "e_lumo_ha": [-0.1282, -0.1295],
  "charge": 1,
  "relative_energy_kcal_mol": 23.3,
  "s2": 0.75
}